Entry 1:
Computed, not measured: a 2-piece molecular cluster, C5H17N2OP overall, with the ωB97M-V functional and the def2-TZVPD basis.

Element x y z (Å)
C  -3.985  -0.637  -0.562
C  4.340  -0.088  -0.374
C  -0.269  2.622  0.762
C  -1.685  -1.088  0.378
C  1.904  -0.533  0.228
N  -2.877  -1.621  -0.361
N  2.882  0.251  -0.602
O  -1.009  1.335  0.676
P  -0.723  0.351  -0.474
H  -4.750  -1.043  -1.220
H  -4.421  -0.316  0.474
H  -3.579  0.294  -0.908
H  4.747  0.505  0.484
H  4.320  -1.083  -0.129
H  4.871  -0.025  -1.316
H  -0.189  2.993  -0.280
H  0.674  2.293  1.229
H  -0.965  3.135  1.309
H  -1.004  -1.837  0.850
H  -2.078  -0.675  1.381
H  2.170  -1.562  0.072
H  2.118  -0.185  1.275
H  -2.524  -1.911  -1.264
H  -3.329  -2.376  0.195
H  2.775  1.297  -0.368
H  2.585  -0.097  -1.455

Forces on the atoms, in the same order (eV/Å):
C -0.841 1.239 2.311
C -0.253 1.748 0.140
C 0.829 -2.604 -2.093
C 0.097 1.046 3.044
C -0.737 2.065 1.653
N 0.014 0.020 0.893
N 0.367 1.938 3.053
O -0.037 0.731 0.898
P 1.468 -2.471 -0.331
H 0.136 0.006 0.088
H 0.658 -1.115 -1.782
H 0.245 0.304 -0.743
H -0.310 -0.410 -1.063
H 0.274 -2.498 0.858
H 0.234 0.626 0.066
H 0.316 0.168 0.765
H -0.359 1.010 -0.023
H -0.829 2.030 1.638
H -0.543 -0.138 -1.381
H 0.282 -0.034 -1.695
H -0.384 -0.570 0.035
H -0.681 -0.771 -0.747
H -0.401 -0.824 -0.328
H 0.828 -0.065 -0.795
H -0.183 -2.038 -1.462
H -0.190 0.606 -2.999

For the HOMO energy (alpha / beta), the calculation gives -15.832 / -15.828 eV. The value obtained for the energy above the lowest of the compared OMol25 structures with the same formula, charge and spin is 50.9 kcal/mol. As for the charge: +2. For the frontier orbital gap (alpha / beta), the calculation gives 0.288 / 0.288 hartree.

***

Entry 2:
Computed, not measured: C40H105F3N9O11Zn as an isolated structure, with the ωB97M-V functional and the def2-TZVPD basis.

Element x y z (Å)
Zn  -0.980  0.304  -3.881
C  -1.223  0.194  -0.651
O  0.074  0.885  -0.707
O  -1.554  -0.142  -1.984
C  -1.293  -0.981  0.423
F  -2.169  -1.952  0.168
F  -0.152  -1.576  0.550
F  -1.677  -0.447  1.586
C  0.622  1.381  0.498
C  1.730  2.374  0.095
H  1.410  3.316  -0.349
H  2.334  2.615  0.970
H  2.363  1.808  -0.588
H  0.978  0.563  1.124
H  -0.072  2.058  0.996
H  -2.005  0.918  -0.422
C  1.335  2.856  -5.158
C  1.114  2.614  -3.629
C  -0.222  3.171  -3.166
O  -1.350  2.379  -3.535
C  -2.514  2.980  -3.100
N  0.991  1.157  -3.368
H  0.512  2.404  -5.712
H  2.277  2.504  -5.578
H  1.236  3.928  -5.327
H  1.940  3.013  -3.042
H  -0.349  4.175  -3.569
H  -0.123  3.244  -2.083
H  -2.611  4.007  -3.454
H  -2.618  2.832  -2.025
H  -3.398  2.463  -3.473
H  1.898  0.717  -3.429
H  0.801  1.137  -2.376
C  0.247  -8.411  5.348
C  0.148  -6.951  5.067
C  -0.808  -6.613  3.863
O  -0.890  -5.194  3.753
C  -1.797  -4.777  2.684
N  -0.509  -6.355  6.208
H  0.755  -8.905  4.520
H  -0.744  -8.824  5.538
H  0.860  -8.624  6.224
H  1.152  -6.564  4.896
H  -1.768  -7.105  4.017
H  -0.342  -7.044  2.977
H  -2.832  -4.856  3.017
H  -1.677  -5.309  1.739
H  -1.550  -3.744  2.440
H  -0.985  -5.526  5.881
H  -1.341  -6.807  6.558
C  -0.926  -0.370  5.226
C  -0.704  1.083  5.039
C  0.486  1.481  4.118
O  1.774  1.101  4.683
C  2.860  1.451  3.847
N  -1.896  1.613  4.545
H  -0.132  -0.890  5.761
H  -0.976  -0.874  4.261
H  -1.759  -0.611  5.887
H  -0.467  1.575  5.981
H  0.494  2.517  3.780
H  0.335  0.978  3.163
H  2.793  0.905  2.906
H  3.723  0.976  4.314
H  3.072  2.507  3.681
H  -2.506  1.372  5.314
H  -2.217  0.951  3.853
C  1.513  -2.339  3.860
C  2.559  -3.069  2.873
C  1.929  -4.267  2.152
O  2.998  -5.004  1.513
C  2.532  -6.136  0.771
N  3.096  -2.084  1.964
H  0.619  -1.993  3.340
H  2.045  -1.506  4.319
H  1.226  -3.061  4.625
H  3.308  -3.477  3.551
H  1.152  -3.982  1.443
H  1.456  -4.983  2.823
H  2.077  -5.745  -0.140
H  1.892  -6.821  1.327
H  3.372  -6.735  0.419
H  2.399  -1.925  1.251
H  3.859  -2.547  1.491
C  3.801  4.779  -0.744
C  5.125  5.473  -0.501
C  6.231  5.105  -1.504
O  6.685  3.670  -1.535
C  7.957  3.481  -2.188
N  4.778  6.917  -0.471
H  3.138  5.078  0.068
H  3.938  3.717  -0.538
H  3.355  4.933  -1.726
H  5.448  5.259  0.517
H  7.071  5.784  -1.365
H  5.834  5.343  -2.491
H  8.021  2.405  -2.354
H  8.819  3.699  -1.558
H  7.936  3.934  -3.179
H  3.894  6.989  0.011
H  4.580  7.175  -1.427
C  3.866  -2.969  -1.625
C  3.240  -1.578  -1.452
C  4.062  -0.598  -2.377
O  3.884  0.830  -2.145
C  4.661  1.658  -2.973
N  1.778  -1.639  -1.780
H  3.395  -3.674  -0.940
H  4.932  -2.957  -1.401
H  3.650  -3.338  -2.627
H  3.371  -1.358  -0.393
H  3.802  -0.764  -3.422
H  5.105  -0.914  -2.347
H  4.516  1.514  -4.044
H  5.684  1.449  -2.659
H  4.283  2.668  -2.818
H  1.360  -0.804  -1.397
H  1.309  -2.418  -1.340
C  -3.609  8.024  -0.290
C  -2.232  7.684  -0.849
C  -1.788  6.212  -0.595
O  -1.630  5.997  0.789
C  -0.874  4.828  1.042
N  -2.295  7.830  -2.300
H  -3.609  8.042  0.800
H  -4.286  7.206  -0.537
H  -3.957  8.991  -0.652
H  -1.497  8.432  -0.551
H  -0.865  6.012  -1.140
H  -2.481  5.504  -1.049
H  -1.461  3.952  0.765
H  -0.738  4.801  2.123
H  0.054  4.706  0.483
H  -1.469  7.430  -2.723
H  -2.249  8.821  -2.489
C  -0.401  -4.559  -1.695
C  -1.580  -4.721  -2.586
C  -2.741  -5.353  -1.785
O  -2.982  -4.673  -0.555
C  -4.291  -4.801  -0.033
N  -2.000  -3.312  -2.887
H  0.423  -4.069  -2.213
H  -0.029  -5.483  -1.252
H  -0.742  -3.935  -0.869
H  -1.369  -5.304  -3.483
H  -2.626  -6.418  -1.581
H  -3.626  -5.350  -2.421
H  -4.519  -5.790  0.365
H  -5.041  -4.372  -0.698
H  -4.423  -4.229  0.886
H  -2.824  -3.295  -3.471
H  -2.271  -2.944  -1.986
C  -5.284  0.820  -1.129
C  -5.509  -0.580  -1.770
C  -6.865  -0.739  -2.519
O  -7.927  -0.498  -1.574
C  -9.026  0.199  -2.053
N  -4.483  -0.801  -2.781
H  -6.043  1.205  -0.448
H  -5.350  1.665  -1.814
H  -4.285  0.902  -0.701
H  -5.510  -1.304  -0.956
H  -7.049  -1.749  -2.885
H  -7.015  0.080  -3.223
H  -9.536  -0.254  -2.903
H  -8.789  1.174  -2.478
H  -9.814  0.362  -1.318
H  -4.554  -0.069  -3.473
H  -3.656  -0.504  -2.283

Forces on the atoms, in the same order (eV/Å):
Zn 0.180 -0.752 0.512
C -0.851 0.364 -3.710
O -1.106 -1.149 0.609
O 0.769 -0.454 2.313
C -1.122 1.362 -1.788
F -0.628 0.160 -0.540
F 2.274 -0.822 0.694
F 0.187 0.289 0.917
C 0.197 1.940 -0.423
C 0.538 -1.510 0.275
H -0.349 -0.300 -0.078
H 0.011 0.032 0.063
H 0.373 0.406 -0.222
H 0.078 0.206 0.162
H -0.734 -0.716 0.544
H 0.155 0.331 1.178
C -0.613 0.387 0.882
C -0.417 -1.443 -2.160
C 0.682 0.776 0.280
O 1.571 0.449 -0.685
C -1.815 -0.275 0.476
N 0.264 0.647 0.057
H 0.033 -0.225 0.026
H 0.028 -0.068 0.306
H 0.291 0.124 -0.145
H -0.122 0.364 0.106
H -0.135 0.183 0.000
H -0.582 -0.020 0.306
H 0.226 0.217 0.360
H 0.184 0.671 0.342
H 0.263 -0.322 -0.471
H 0.151 -0.299 -0.357
H -0.196 -0.550 0.544
C 0.472 -0.814 -0.434
C -2.385 0.221 -0.256
C 2.017 -0.368 0.103
O -0.925 -0.438 -1.135
C 0.802 0.137 0.688
N -0.047 1.768 1.169
H -0.284 -0.345 -0.127
H 0.001 -0.230 -0.217
H -0.044 0.279 0.125
H -0.119 0.491 0.081
H -0.279 0.139 0.130
H -0.142 0.063 -0.587
H -0.066 -0.003 0.027
H 0.201 -0.467 0.142
H -0.117 0.085 0.311
H 0.610 0.873 -0.025
H 0.303 -1.332 -0.045
C 1.581 -1.912 0.841
C 3.205 0.700 0.529
C 0.511 -1.177 -0.134
O -1.421 0.969 -0.341
C 0.355 -1.511 0.183
N -2.059 1.157 -0.532
H 0.550 0.146 -0.138
H -0.499 -0.030 -0.012
H -0.546 0.335 -0.425
H -0.104 -0.054 0.314
H -0.187 0.511 0.803
H 0.139 -0.644 -0.190
H -0.225 0.222 -0.453
H 0.181 0.342 0.171
H -0.440 0.237 0.188
H -0.908 0.635 0.025
H -0.218 0.102 -0.704
C 1.357 -1.276 -1.064
C -2.378 0.252 1.485
C 0.764 -0.895 0.295
O -0.268 -0.239 -0.075
C 0.601 0.823 -0.341
N 0.564 -0.198 0.060
H 0.098 0.024 -0.114
H -0.218 0.054 -0.046
H -0.193 0.091 0.062
H 0.417 0.179 -0.285
H -0.016 0.327 -0.420
H -0.190 0.252 0.455
H -0.623 -0.283 -0.040
H -0.357 0.278 0.188
H 0.342 0.233 0.299
H -0.250 0.190 -0.177
H 0.321 0.127 -0.335
C 0.532 -1.620 0.981
C -0.777 -0.029 0.406
C 0.458 -0.598 -0.444
O -0.418 2.186 0.588
C -1.248 -0.710 0.219
N 1.433 0.009 -0.651
H -0.358 0.246 -0.256
H -0.119 -0.318 -0.518
H 0.088 0.159 -0.012
H 0.184 -0.362 -0.024
H 0.275 -0.193 0.248
H -0.048 -0.120 -0.400
H -0.109 -0.105 -0.048
H -0.067 0.704 -0.080
H 0.410 0.391 0.100
H -0.005 0.113 0.133
H -0.098 0.392 -0.253
C -0.598 0.133 -0.098
C -0.088 -0.117 -0.541
C -0.827 0.190 0.039
O -1.004 -1.625 0.423
C -0.167 -0.305 0.352
N 1.492 0.754 -0.267
H -0.029 0.004 0.174
H -0.007 -0.041 -0.177
H 0.313 -0.011 -0.162
H 0.315 0.711 -0.076
H -0.454 -0.327 -0.198
H 0.375 0.440 0.527
H 0.041 -0.673 -0.277
H 0.324 0.837 -0.482
H 0.642 0.122 0.465
H -0.380 0.102 -0.055
H 0.191 -0.166 0.100
C 0.348 -0.626 0.673
C -0.048 -0.613 -0.538
C -0.208 1.336 0.337
O 0.745 -0.128 -0.591
C -1.052 -0.305 0.551
N -0.352 -0.097 -0.637
H 0.214 0.180 0.077
H -0.242 0.250 -0.391
H -0.093 -0.152 -0.120
H 0.284 -0.442 1.039
H 0.591 0.213 0.067
H -0.627 0.004 0.105
H -0.272 -0.298 0.017
H 0.344 -0.121 -0.127
H 0.289 0.708 0.038
H 0.195 -0.021 -0.122
H -0.157 0.102 -0.370
C 1.012 -0.090 0.599
C -1.693 1.268 0.889
C -0.493 -0.864 -0.327
O 0.010 0.175 0.004
C 0.061 0.386 0.522
N 0.705 -1.125 -0.511
H -0.066 0.025 -0.044
H -0.080 -0.225 -0.107
H 0.298 0.116 0.130
H -0.151 0.097 -0.058
H 0.550 -0.321 0.212
H -0.340 0.452 -0.084
H -0.105 -0.564 -0.814
H -0.128 -0.521 -0.375
H 0.732 0.590 -0.015
H -0.185 0.070 -0.089
H -0.118 0.488 -0.013
C -0.838 0.541 -0.220
C -1.395 1.249 -0.906
C -0.821 1.121 1.969
O 0.019 -0.259 0.939
C -0.725 0.493 -1.019
N 0.338 -0.430 0.864
H -0.005 -0.849 0.729
H 0.281 -0.279 -1.023
H -0.063 -0.259 0.294
H 0.389 -0.322 -0.201
H 0.550 0.145 -0.568
H 0.620 -0.354 -0.832
H 0.008 -0.781 -0.162
H 0.516 0.479 0.270
H 0.447 -0.243 0.463
H -0.378 0.120 -0.391
H 1.146 -0.519 -0.263

For the HOMO energy (alpha / beta), the calculation gives -6.077 / -8.527 eV. The multiplicity is 2. Its expectation value of S² is 0.75. For the frontier orbital gap (alpha / beta), the calculation gives 0.232 / 0.320 hartree.